The following is a quantum chemistry calculation of a cluster of 12 separate species, C24H38Cl4N10 in total, from the OMol25 dataset.

Calculated values
HOMO-LUMO gap in eV: 10.555
LUMO energy in eV: 0.1
Highest occupied orbital energy in eV: -10.48
ΔE to the lowest compared entry with this formula, charge and spin in eV: 0.000
Charge: 0

Atoms and positions in Å:
1 Cl 3.49 -2.97 -2.96
2 C 2.18 -3.83 -2.08
3 C 2.77 -4.69 -0.94
4 Cl 1.44 -5.23 0.05
5 H 1.53 -4.39 -2.76
6 H 1.74 -2.93 -1.65
7 H 3.46 -4.22 -0.24
8 H 3.25 -5.59 -1.31
9 Cl 3.73 4.04 -2.03
10 C 3.37 2.44 -2.51
11 C 4.68 1.58 -2.57
12 Cl 5.11 1.26 -0.90
13 H 3.05 2.48 -3.55
14 H 2.58 2.04 -1.87
15 H 5.49 2.01 -3.16
16 H 4.44 0.69 -3.16
17 C -0.19 4.93 -0.48
18 C -0.47 5.58 -1.74
19 N -0.69 6.10 -2.74
20 H -0.29 3.85 -0.62
21 H -0.83 5.32 0.30
22 H 0.85 5.02 -0.17
23 C -0.76 0.69 0.42
24 C 0.17 0.23 -0.61
25 N 0.91 -0.17 -1.40
26 H -0.44 0.20 1.34
27 H -1.76 0.34 0.19
28 H -0.75 1.77 0.50
29 C 2.83 0.40 1.43
30 C 3.99 1.01 2.13
31 N 4.86 1.51 2.71
32 H 2.17 -0.14 2.12
33 H 3.24 -0.14 0.58
34 H 2.24 1.25 1.10
35 C -1.60 -4.33 1.92
36 C -0.70 -3.15 1.78
37 N -0.03 -2.21 1.69
38 H -1.40 -5.20 1.29
39 H -2.65 -4.10 1.76
40 H -1.36 -4.60 2.95
41 C -3.91 -0.54 2.21
42 C -4.65 0.20 3.33
43 N -5.17 0.66 4.23
44 H -3.00 -0.01 1.95
45 H -4.59 -0.45 1.36
46 H -3.84 -1.62 2.36
47 C 0.55 4.79 3.53
48 C 0.67 3.38 3.22
49 N 0.78 2.27 2.93
50 H 1.46 5.11 4.05
51 H -0.32 4.83 4.18
52 H 0.53 5.51 2.71
53 C 1.48 -0.83 -4.86
54 C 0.29 -1.65 -4.67
55 N -0.66 -2.31 -4.53
56 H 2.37 -1.43 -5.05
57 H 1.60 -0.35 -3.89
58 H 1.44 -0.02 -5.59
59 C -1.40 0.22 4.48
60 C -0.29 -0.56 5.17
61 N 0.49 -1.15 5.72
62 H -2.31 -0.06 5.01
63 H -1.42 -0.08 3.43
64 H -1.22 1.29 4.53
65 C -4.65 1.05 -1.76
66 C -3.61 2.10 -1.58
67 N -2.77 2.88 -1.35
68 H -4.67 0.32 -0.95
69 H -4.69 0.53 -2.72
70 H -5.53 1.70 -1.74
71 C -1.90 -4.19 -1.99
72 C -2.42 -2.96 -1.39
73 N -2.90 -2.03 -0.88
74 H -0.84 -4.09 -2.24
75 H -2.53 -4.47 -2.83
76 H -2.03 -4.89 -1.16

Per-atom Löwdin charges, elementary charge units:
1 Cl 0.56
2 C -0.64
3 C -0.66
4 Cl 0.60
5 H 0.07
6 H 0.03
7 H 0.07
8 H 0.07
9 Cl 0.59
10 C -0.73
11 C -0.65
12 Cl 0.62
13 H 0.06
14 H 0.04
15 H 0.07
16 H 0.06
17 C -0.10
18 C -0.30
19 N 0.13
20 H 0.04
21 H 0.08
22 H 0.07
23 C -0.10
24 C -0.26
25 N 0.17
26 H 0.02
27 H 0.04
28 H 0.06
29 C -0.13
30 C -0.32
31 N 0.12
32 H 0.06
33 H 0.04
34 H 0.04
35 C -0.07
36 C -0.27
37 N 0.17
38 H 0.06
39 H 0.07
40 H 0.09
41 C -0.06
42 C -0.26
43 N 0.12
44 H 0.04
45 H 0.05
46 H 0.08
47 C -0.05
48 C -0.23
49 N 0.18
50 H 0.09
51 H 0.09
52 H 0.08
53 C -0.10
54 C -0.26
55 N 0.13
56 H 0.05
57 H 0.03
58 H 0.09
59 C -0.07
60 C -0.27
61 N 0.12
62 H 0.07
63 H 0.03
64 H 0.06
65 C -0.06
66 C -0.24
67 N 0.15
68 H 0.05
69 H 0.09
70 H 0.08
71 C -0.06
72 C -0.26
73 N 0.15
74 H 0.05
75 H 0.09
76 H 0.07

---

The following is a quantum chemistry calculation of a structure of composition C2H2FGdLiO, from the OMol25 dataset.

Calculated values
HOMO-LUMO gap (alpha / beta) in eV: 8.965 / 4.962
<S²>: 16.28
2S+1: 8
LUMO energy (alpha / beta) in eV: -14.8 / -17.7
Highest occupied orbital energy (alpha / beta) in eV: -23.77 / -22.66
ΔE to the lowest compared entry with this formula, charge and spin in eV: 0.000
Charge: +3

Atoms and positions in Å:
1 H -0.17 1.79 -0.72
2 C -0.09 -1.09 -0.11
3 C -0.68 0.10 -0.19
4 O 0.23 1.17 -0.03
5 Li -2.57 0.47 0.68
6 Gd 2.42 0.77 0.35
7 F 1.36 -1.12 0.02
8 H -0.50 -2.09 0.01

Per-atom Löwdin charges, elementary charge units:
1 H 0.19
2 C 0.00
3 C -0.12
4 O -0.25
5 Li 0.89
6 Gd 2.31
7 F -0.19
8 H 0.16

---

The following is a quantum chemistry calculation of a cluster of 2 separate species, C4H10OS in total, from the OMol25 dataset.

Calculated values
HOMO-LUMO gap in eV: 9.485
LUMO energy in eV: 0.7
Highest occupied orbital energy in eV: -8.83
ΔE to the lowest compared entry with this formula, charge and spin in eV: 1.529
Charge: 0

Atoms and positions in Å:
1 C -1.59 0.83 1.09
2 C -1.98 0.12 0.05
3 O -1.71 -1.22 -0.19
4 H -2.27 1.61 1.41
5 H -0.78 0.61 1.78
6 H -2.61 0.55 -0.73
7 H -2.55 -1.63 -0.44
8 C 1.34 -0.36 -1.21
9 C 1.81 0.50 -0.05
10 S 2.07 -0.51 1.47
11 H 2.07 -1.06 -1.62
12 H 0.46 -0.92 -0.92
13 H 0.96 0.30 -1.99
14 H 1.14 1.34 0.10
15 H 2.79 0.91 -0.27
16 H 0.83 -1.07 1.51

Per-atom Löwdin charges, elementary charge units:
1 C 0.01
2 C -0.27
3 O -0.04
4 H 0.06
5 H 0.04
6 H 0.11
7 H 0.10
8 C -0.18
9 C -0.61
10 S 0.66
11 H 0.07
12 H 0.03
13 H 0.07
14 H 0.05
15 H 0.05
16 H -0.15

---

The following is a quantum chemistry calculation of the ion C4H8N3O with charge +1, from the OMol25 dataset.

Calculated values
HOMO-LUMO gap (alpha / beta) in eV: 6.940 / 7.275
<S²>: 2.02
2S+1: 3
LUMO energy (alpha / beta) in eV: -4.7 / -6.8
Highest occupied orbital energy (alpha / beta) in eV: -11.62 / -14.12
ΔE to the lowest compared entry with this formula, charge and spin in eV: 3.703
Charge: +1

Atoms and positions in Å:
1 C 1.75 0.86 -0.13
2 C -1.01 0.39 -0.93
3 C 1.09 1.46 -1.34
4 C -1.15 -2.19 1.70
5 N 1.20 0.03 0.64
6 N 0.21 -0.73 0.55
7 N -0.36 1.42 -1.30
8 O -0.59 -0.88 1.59
9 H 2.76 1.15 0.09
10 H -2.09 0.40 -0.88
11 H 1.43 2.49 -1.47
12 H 1.45 0.87 -2.20
13 H -2.01 -2.31 1.05
14 H -1.46 -2.27 2.74
15 H -0.40 -2.95 1.48
16 H -0.81 2.29 -1.61

Per-atom Löwdin charges, elementary charge units:
1 C -0.06
2 C 0.23
3 C -0.10
4 C -0.03
5 N 0.08
6 N -0.05
7 N 0.03
8 O -0.12
9 H 0.13
10 H 0.12
11 H 0.14
12 H 0.15
13 H 0.09
14 H 0.10
15 H 0.10
16 H 0.19

---

The following is a quantum chemistry calculation of a structure of composition C11H28F2GeRuS3Si3, from the OMol25 dataset.

Calculated values
HOMO-LUMO gap (alpha / beta) in eV: 6.846 / 6.083
<S²>: 0.77
2S+1: 2
LUMO energy (alpha / beta) in eV: -4.7 / -5.4
Highest occupied orbital energy (alpha / beta) in eV: -11.58 / -11.52
ΔE to the lowest compared entry with this formula, charge and spin in eV: 0.850
Charge: +1

Atoms and positions in Å:
1 Ru 0.82 -0.51 -2.10
2 S 1.97 -3.48 -5.17
3 C 1.38 -2.26 -4.32
4 S 0.00 -2.23 -3.16
5 S 1.90 -0.60 -4.11
6 C -0.92 -3.20 0.50
7 Si -1.83 -1.58 0.62
8 C -3.30 -1.48 -0.52
9 C -2.31 -1.23 2.39
10 Ge -0.35 0.23 -0.08
11 Si -0.62 2.43 0.97
12 C -0.51 2.20 2.81
13 C -2.34 2.92 0.46
14 C 0.69 3.61 0.37
15 Si 2.28 -0.49 -0.03
16 C 1.82 -0.67 1.78
17 C 3.37 0.98 -0.41
18 C 2.89 -2.13 -0.69
19 H -1.66 -4.01 0.51
20 H -0.27 -3.35 1.37
21 H -0.33 -3.31 -0.41
22 H -4.03 -2.24 -0.21
23 H -3.04 -1.68 -1.56
24 H -3.80 -0.51 -0.47
25 H -2.94 -2.04 2.76
26 H -2.89 -0.31 2.48
27 H -1.44 -1.16 3.04
28 H -1.17 1.42 3.19
29 H -0.81 3.15 3.27
30 H 0.51 2.00 3.15
31 H -3.09 2.28 0.92
32 H -2.48 2.91 -0.62
33 H -2.52 3.94 0.80
34 H 1.60 3.52 0.96
35 H 0.32 4.64 0.49
36 H 0.94 3.48 -0.68
37 H 1.33 0.20 2.21
38 H 2.76 -0.78 2.33
39 H 1.23 -1.56 1.97
40 H 3.11 1.82 0.24
41 H 3.29 1.30 -1.44
42 H 4.41 0.71 -0.22
43 H 2.35 -2.96 -0.23
44 H 3.95 -2.21 -0.43
45 H 2.85 -2.25 -1.78
46 F -1.71 0.91 -1.90
47 C -0.57 0.82 -2.72
48 F 0.05 2.04 -2.61
49 H -0.94 0.71 -3.73

Per-atom Löwdin charges, elementary charge units:
1 Ru 0.38
2 S 0.70
3 C -1.70
4 S 0.58
5 S 0.58
6 C -0.21
7 Si 0.35
8 C -0.20
9 C -0.22
10 Ge 0.80
11 Si 0.38
12 C -0.21
13 C -0.20
14 C -0.20
15 Si 0.40
16 C -0.21
17 C -0.18
18 C -0.20
19 H 0.05
20 H 0.03
21 H -0.01
22 H 0.05
23 H 0.03
24 H 0.04
25 H 0.05
26 H 0.03
27 H 0.03
28 H 0.02
29 H 0.05
30 H 0.03
31 H 0.04
32 H 0.03
33 H 0.05
34 H 0.03
35 H 0.05
36 H 0.02
37 H 0.00
38 H 0.07
39 H 0.03
40 H 0.02
41 H 0.03
42 H 0.05
43 H 0.04
44 H 0.06
45 H 0.00
46 F -0.13
47 C -0.50
48 F -0.02
49 H 0.11

---

The following is a quantum chemistry calculation of a cluster of 2 separate species, C5H14 in total, from the OMol25 dataset.

Calculated values
HOMO-LUMO gap in eV: 12.164
LUMO energy in eV: 1.1
Highest occupied orbital energy in eV: -11.04
ΔE to the lowest compared entry with this formula, charge and spin in eV: 0.759
Charge: 0

Atoms and positions in Å:
1 C -1.25 -1.40 1.67
2 C 0.18 -1.12 1.31
3 C 0.53 -1.71 -0.06
4 H -1.60 -2.47 1.80
5 H -1.90 -0.90 0.94
6 H -1.58 -0.83 2.56
7 H 0.35 0.00 1.36
8 H 0.92 -1.51 1.99
9 H -0.30 -1.65 -0.81
10 H 1.46 -1.42 -0.53
11 H 0.57 -2.81 -0.10
12 C 0.44 2.69 -1.04
13 C 0.26 1.25 -1.46
14 H -0.49 3.25 -1.08
15 H 0.78 2.65 0.01
16 H 1.26 3.22 -1.56
17 H 1.08 0.59 -1.24
18 H 0.07 1.26 -2.56
19 H -0.80 0.89 -1.21

Per-atom Löwdin charges, elementary charge units:
1 C -0.14
2 C -0.32
3 C -0.16
4 H 0.09
5 H 0.06
6 H 0.07
7 H 0.11
8 H 0.09
9 H 0.08
10 H 0.05
11 H 0.07
12 C -0.18
13 C -0.20
14 H 0.06
15 H 0.06
16 H 0.07
17 H 0.04
18 H 0.07
19 H 0.09

---

The following is a quantum chemistry calculation of a structure of composition C17H18BrN5O8Pd, from the OMol25 dataset.

Calculated values
HOMO-LUMO gap in eV: 8.167
LUMO energy in eV: -0.4
Highest occupied orbital energy in eV: -8.56
ΔE to the lowest compared entry with this formula, charge and spin in eV: 0.000
Charge: 0

Atoms and positions in Å:
1 Pd -0.58 -0.64 -0.78
2 O -1.63 2.36 -3.28
3 C -0.96 1.71 -2.51
4 O -1.33 0.50 -2.16
5 C 0.34 2.27 -1.99
6 C 0.75 3.45 -2.60
7 C 1.94 4.06 -2.24
8 C 2.75 3.53 -1.26
9 C 2.32 2.39 -0.63
10 C 1.13 1.69 -0.96
11 O 0.89 0.58 -0.33
12 N 3.15 1.85 0.45
13 O 2.63 1.74 1.54
14 O 4.30 1.57 0.20
15 N 2.36 5.28 -2.92
16 O 1.64 5.73 -3.79
17 O 3.41 5.79 -2.57
18 H 0.12 3.87 -3.36
19 H 3.69 4.00 -0.99
20 C -1.80 -1.40 2.49
21 N -0.40 -1.50 2.85
22 C -0.15 -2.03 4.19
23 C 0.50 -1.63 1.84
24 O 0.09 -1.95 0.68
25 N 1.80 -1.43 2.08
26 C 2.32 -0.76 3.27
27 C 2.79 -1.76 1.06
28 H -2.34 -0.98 3.33
29 H -2.23 -2.38 2.25
30 H -1.93 -0.75 1.63
31 H -0.93 -2.75 4.43
32 H -0.17 -1.25 4.95
33 H 0.80 -2.55 4.23
34 H 1.54 -0.15 3.71
35 H 3.12 -0.10 2.95
36 H 2.70 -1.47 4.00
37 H 2.29 -2.00 0.13
38 H 3.40 -2.61 1.38
39 H 3.44 -0.90 0.90
40 Br -5.50 -4.95 -2.21
41 C -4.12 -3.74 -1.81
42 C -2.99 -4.17 -1.13
43 C -2.01 -3.25 -0.85
44 N -2.10 -1.96 -1.21
45 C -3.18 -1.55 -1.88
46 C -4.22 -2.41 -2.19
47 H -2.88 -5.20 -0.83
48 H -1.11 -3.53 -0.31
49 H -3.19 -0.51 -2.17
50 H -5.09 -2.04 -2.72

Per-atom Löwdin charges, elementary charge units:
1 Pd 1.07
2 O 0.07
3 C -0.55
4 O -0.19
5 C -0.04
6 C 0.08
7 C -0.13
8 C 0.08
9 C -0.07
10 C -0.26
11 O -0.17
12 N -0.34
13 O 0.08
14 O 0.09
15 N -0.36
16 O 0.08
17 O 0.07
18 H 0.13
19 H 0.14
20 C -0.04
21 N -0.12
22 C -0.05
23 C -0.46
24 O -0.15
25 N -0.09
26 C -0.04
27 C -0.01
28 H 0.10
29 H 0.09
30 H 0.07
31 H 0.09
32 H 0.09
33 H 0.08
34 H 0.10
35 H 0.08
36 H 0.09
37 H 0.09
38 H 0.10
39 H 0.08
40 Br 0.79
41 C -0.68
42 C -0.09
43 C -0.10
44 N -0.05
45 C -0.08
46 C -0.08
47 H 0.11
48 H 0.11
49 H 0.11
50 H 0.11